1.
Below is a structure of composition C36H48InN5O8P2SSb at a distorted geometry, with properties calculated with wB97M-V/def2-TZVPD.

Summary:
HOMO = -4.2 eV
E_LUMO = 1.45 eV
Energy relative to the best compared isomer or geometry (same formula, charge and spin) = 309.8 kJ/mol

Geometry as ORCA input:
```
! wB97M-V def2-TZVPD RIJCOSX def2/J DEFGRID3
* xyz -1 1
In 0.712 0.097 0.523
O 0.249 6.202 0.583
C -0.199 5.103 0.382
C -0.125 4.278 -0.884
O -0.186 4.684 -2.042
C -0.150 2.903 -0.420
C -0.689 2.824 0.887
O -0.952 1.730 1.445
C -0.930 4.205 1.380
O -1.627 4.567 2.300
O 0.064 1.838 -1.115
O 4.095 -0.640 2.888
S 3.311 -0.724 1.679
O 3.189 0.550 0.941
O 1.959 -1.313 1.906
C 4.163 -1.728 0.500
C 5.401 -2.259 0.857
C 6.233 -2.776 -0.122
C 5.822 -2.737 -1.451
C 4.576 -2.233 -1.791
C 3.710 -1.703 -0.832
P 2.007 -1.240 -1.406
C -0.678 -2.733 -0.129
C -1.507 -2.982 -1.224
C -1.286 -4.058 -2.076
C -0.229 -4.928 -1.847
C 0.599 -4.706 -0.752
C 0.374 -3.634 0.096
C 2.466 0.049 -2.655
C 2.032 -0.116 -3.972
C 2.317 0.837 -4.951
C 3.043 1.973 -4.619
C 3.479 2.151 -3.309
C 3.195 1.201 -2.339
H 5.701 -2.220 1.898
H 7.207 -3.170 0.143
H 6.483 -3.104 -2.228
H 4.261 -2.237 -2.830
H -2.349 -2.318 -1.398
H -1.946 -4.224 -2.921
H -0.061 -5.774 -2.504
H 1.431 -5.375 -0.564
H 1.035 -3.452 0.938
H 1.462 -1.005 -4.224
H 1.971 0.690 -5.969
H 3.268 2.719 -5.373
H 4.029 3.048 -3.045
H 3.515 1.353 -1.316
N 2.407 2.959 2.310
N 1.559 1.812 2.602
H 1.814 3.634 1.845
H 3.054 2.617 1.610
H 0.873 2.116 3.281
H 2.173 1.154 3.067
C -4.020 -0.557 3.686
C -2.821 -1.323 4.263
Sb -0.995 -0.181 4.025
C 0.303 -1.627 5.031
C -0.340 -2.939 5.486
C -1.205 1.033 5.819
C -1.926 0.363 6.989
H -4.934 -1.159 3.713
H -3.838 -0.269 2.646
H -4.210 0.363 4.249
H -2.665 -2.254 3.714
H -2.980 -1.566 5.314
H 0.754 -1.103 5.879
H 1.098 -1.829 4.311
H -1.140 -2.772 6.211
H 0.400 -3.595 5.954
H -0.771 -3.484 4.642
H -1.707 1.959 5.527
H -0.182 1.295 6.100
H -2.981 0.194 6.759
H -1.881 0.981 7.892
H -1.477 -0.606 7.228
C -0.880 -1.576 0.765
H -0.610 -1.805 1.796
H -1.849 -1.085 0.682
C -1.604 1.924 -4.640
N -2.693 2.658 -3.846
C -4.040 2.029 -4.154
N -4.023 0.631 -3.895
C -2.974 -0.012 -4.690
N -1.654 0.527 -4.406
C -1.175 0.161 -3.059
P -2.189 0.882 -1.666
C -2.372 2.603 -2.370
C -3.843 0.344 -2.443
H -0.649 2.337 -4.318
H -1.784 2.150 -5.692
H -2.691 3.637 -4.127
H -4.257 2.223 -5.204
H -4.776 2.527 -3.527
H -3.202 0.137 -5.749
H -2.973 -1.078 -4.470
H -0.145 0.490 -2.939
H -1.187 -0.925 -2.967
H -1.448 3.168 -2.254
H -3.161 3.119 -1.823
H -4.653 0.835 -1.896
H -3.977 -0.730 -2.299
*
```



2.
Below is a cluster of 2 separate species, C9H14O in total at a distorted geometry, with properties calculated with wB97M-V/def2-TZVPD.

Summary:
HOMO = -8.3 eV
SMILES = Cc1ccc(O)cc1.CC
E_LUMO = 0.89 eV
Energy relative to the best compared isomer or geometry (same formula, charge and spin) = 56.2 kJ/mol

Geometry as ORCA input:
```
! wB97M-V def2-TZVPD RIJCOSX def2/J DEFGRID3
* xyz 0 1
C -1.829 1.152 2.913
C -2.400 -0.148 2.298
H -1.560 0.968 3.959
H -1.037 1.604 2.327
H -2.630 1.901 2.939
H -2.612 0.017 1.244
H -1.743 -0.950 2.631
H -3.332 -0.397 2.799
C 2.614 1.494 -2.123
C 0.959 0.610 -0.411
C 1.533 0.546 -1.674
C 0.191 -0.419 0.115
C 1.227 -0.581 -2.440
C -0.061 -1.545 -0.655
C 0.452 -1.604 -1.940
O -0.589 -2.653 -0.055
H 1.032 1.512 0.190
H -0.256 -0.349 1.091
H 2.145 2.462 -2.383
H 3.166 1.112 -2.970
H 1.631 -0.651 -3.446
H 0.268 -2.497 -2.526
H -0.410 -3.447 -0.580
H 3.239 1.861 -1.303
*
```



3.
Below is the ion C5H14N6 with charge +2 at a distorted geometry, with properties calculated with wB97M-V/def2-TZVPD.

Summary:
HOMO (alpha / beta) = -12.2 / -17.7 eV
E_LUMO (alpha / beta) = -6.18 / -12.27 eV
Expectation value of S² = 2.02

Geometry as ORCA input:
```
! wB97M-V def2-TZVPD RIJCOSX def2/J DEFGRID3
* xyz 2 3
C -1.340 0.939 -0.209
C -1.410 -1.481 0.104
C 0.699 -0.194 0.434
C 0.669 2.222 0.420
C 2.956 -0.761 -0.250
N -1.994 -0.285 -0.355
N -0.079 0.936 0.177
N -0.192 -1.410 0.599
N -2.122 -2.592 0.204
N 1.801 -0.052 -0.602
N -2.019 1.974 -0.667
H 1.324 -0.115 1.446
H 0.250 2.839 1.183
H 1.764 2.121 0.627
H 0.652 2.764 -0.494
H 3.075 -0.595 0.784
H 2.968 -1.777 -0.550
H 3.893 -0.244 -0.688
H -2.976 -0.109 -0.459
H 0.163 -2.251 1.051
H -3.137 -2.655 -0.110
H -1.945 -3.563 0.323
H 1.508 -0.375 -1.503
H -2.967 1.803 -0.865
H -1.540 2.862 -0.599
*
```



4.
Below is a cluster of 9 separate species, C24H48BBrCl16I2O4 in total at a distorted geometry, with properties calculated with wB97M-V/def2-TZVPD.

Summary:
HOMO = -8.6 eV
SMILES = CC[C@H](I)[C@H](COCBr)O[C@@H](I)CB(O)O.ClCCCl.ClCCCl.ClCCCl.ClCCCl.ClCCCl.ClCCCl.ClCCCl.ClCCCl
E_LUMO = 0.21 eV

Geometry as ORCA input:
```
! wB97M-V def2-TZVPD RIJCOSX def2/J DEFGRID3
* xyz 0 1
C -1.600 3.560 1.740
C -1.222 2.702 0.530
C -1.977 1.386 0.521
I -1.248 -0.039 1.947
C -2.168 0.760 -0.871
C -0.910 0.742 -1.733
O 0.216 0.221 -1.025
C 0.650 -1.010 -1.459
Br -0.724 -2.399 -1.206
O -3.101 1.608 -1.528
C -4.203 1.033 -2.154
I -3.739 -0.605 -3.507
C -5.309 0.698 -1.159
B -5.094 -0.505 -0.135
O -5.189 -0.252 1.227
O -4.800 -1.775 -0.531
H -2.684 3.702 1.763
H -1.123 4.538 1.702
H -1.340 3.063 2.676
H -1.515 3.253 -0.367
H -0.147 2.563 0.515
H -2.986 1.601 0.875
H -2.552 -0.255 -0.732
H -1.074 0.145 -2.633
H -0.695 1.762 -2.050
H 1.492 -1.300 -0.839
H 0.905 -1.023 -2.518
H -4.554 1.780 -2.860
H -6.225 0.529 -1.737
H -5.462 1.618 -0.588
H -5.963 0.264 1.457
H -4.196 -2.215 0.082
Cl -3.252 0.440 -7.888
C -3.085 2.126 -7.337
C -1.654 2.482 -7.025
Cl -1.064 1.617 -5.584
H -3.721 2.252 -6.463
H -3.452 2.764 -8.140
H -1.578 3.547 -6.813
H -0.996 2.238 -7.855
Cl -3.726 2.754 4.813
C -2.692 1.408 5.367
C -1.553 1.885 6.230
Cl -0.360 2.843 5.310
H -2.330 0.890 4.483
H -3.325 0.733 5.940
H -1.024 1.025 6.638
H -1.907 2.506 7.049
Cl 0.556 -2.697 3.657
C 2.189 -1.982 3.716
C 2.516 -1.418 5.072
Cl 1.541 0.032 5.446
H 2.231 -1.213 2.948
H 2.893 -2.773 3.464
H 3.560 -1.109 5.089
H 2.350 -2.147 5.861
Cl -2.743 -4.634 0.292
C -2.333 -4.065 1.929
C -3.554 -3.900 2.795
Cl -4.586 -2.558 2.232
H -1.802 -3.122 1.815
H -1.659 -4.800 2.366
H -3.246 -3.663 3.812
H -4.159 -4.804 2.809
Cl 4.611 -3.912 3.971
C 4.894 -4.800 2.448
C 5.141 -3.869 1.289
Cl 3.681 -2.954 0.835
H 4.031 -5.435 2.271
H 5.770 -5.427 2.608
H 5.437 -4.450 0.417
H 5.925 -3.152 1.515
Cl 2.293 1.556 0.574
C 3.377 2.244 1.810
C 3.695 3.692 1.532
Cl 4.684 3.875 0.057
H 4.281 1.639 1.834
H 2.867 2.158 2.770
H 4.264 4.118 2.356
H 2.787 4.274 1.391
Cl 2.737 5.416 -4.697
C 2.901 4.040 -3.571
C 1.653 3.198 -3.521
Cl 0.294 4.066 -2.757
H 3.141 4.438 -2.589
H 3.735 3.437 -3.924
H 1.841 2.309 -2.917
H 1.332 2.893 -4.513
Cl 2.430 -3.433 -2.877
C 3.790 -4.129 -3.790
C 5.063 -4.128 -2.983
Cl 5.683 -2.484 -2.687
H 3.900 -3.562 -4.711
H 3.520 -5.154 -4.036
H 5.839 -4.672 -3.520
H 4.904 -4.598 -2.015
*
```



5.
Below is the ion CH3FO3PS with charge -1 at a distorted geometry, with properties calculated with wB97M-V/def2-TZVPD.

Summary:
HOMO = -4.7 eV
SMILES = O=[S@]([O-])(=CF)OP
E_LUMO = 3.48 eV
Energy relative to the best compared isomer or geometry (same formula, charge and spin) = 306.4 kJ/mol

Geometry as ORCA input:
```
! wB97M-V def2-TZVPD RIJCOSX def2/J DEFGRID3
* xyz -1 1
C 2.505 -0.093 -0.208
O 0.420 -0.531 1.630
O -0.829 0.662 -0.214
O 0.520 -1.645 -0.495
F 2.657 1.276 -0.087
P -2.456 0.839 0.357
S 0.723 -0.410 0.184
H 2.406 -0.246 -1.216
H -3.058 0.438 -0.922
H -2.888 -0.290 0.970
*
```



What did the third record say?
Below is the ion C5H14N6 with charge +2 at a distorted geometry, with properties calculated with wB97M-V/def2-TZVPD.

Summary:
HOMO (alpha / beta) = -12.2 / -17.7 eV
E_LUMO (alpha / beta) = -6.18 / -12.27 eV
Expectation value of S² = 2.02

Geometry as ORCA input:
```
! wB97M-V def2-TZVPD RIJCOSX def2/J DEFGRID3
* xyz 2 3
C -1.340 0.939 -0.209
C -1.410 -1.481 0.104
C 0.699 -0.194 0.434
C 0.669 2.222 0.420
C 2.956 -0.761 -0.250
N -1.994 -0.285 -0.355
N -0.079 0.936 0.177
N -0.192 -1.410 0.599
N -2.122 -2.592 0.204
N 1.801 -0.052 -0.602
N -2.019 1.974 -0.667
H 1.324 -0.115 1.446
H 0.250 2.839 1.183
H 1.764 2.121 0.627
H 0.652 2.764 -0.494
H 3.075 -0.595 0.784
H 2.968 -1.777 -0.550
H 3.893 -0.244 -0.688
H -2.976 -0.109 -0.459
H 0.163 -2.251 1.051
H -3.137 -2.655 -0.110
H -1.945 -3.563 0.323
H 1.508 -0.375 -1.503
H -2.967 1.803 -0.865
H -1.540 2.862 -0.599
*
```